Here is a molecular structure, C15H28AlBeCl4GaLiNO8 in a non-equilibrium geometry from the OMol25 dataset. Energies are from ωB97M-V with the def2-TZVPD basis set.

Output
Charge: +2
Calculated total energy: -5273.959702 Ha
HOMO: -12.17 eV
HOMO-LUMO gap: 0.0411 hartree

Each line ends with the Löwdin charge.
Atoms and positions in Å:
C  3.12  -3.12  2.81  -0.23
O  3.51  -4.38  3.22  -0.09
C  4.40  -4.42  4.24  -0.21
Ga  6.28  -4.97  3.38  0.55
H  2.03  -3.06  2.76  0.06
H  3.47  -2.31  3.45  0.10
H  3.55  -2.94  1.81  -0.01
H  4.44  -3.54  4.86  0.10
H  4.15  -5.26  4.87  0.12
H  7.02  -3.60  2.98  -0.04
H  6.93  -5.84  4.56  -0.01
H  5.99  -5.86  2.08  -0.08
Al  2.41  -1.15  1.11  1.16
C  0.95  1.38  -2.03  -0.92
O  0.26  0.39  -1.74  0.06
O  0.58  2.35  -2.77  0.15
O  2.13  1.58  -1.62  0.12
O  -2.12  1.91  -2.16  -0.11
H  -1.29  1.60  -2.58  -0.09
C  -5.21  1.95  5.41  -0.09
O  -4.65  0.67  5.21  -0.21
C  -5.49  -0.17  4.43  -0.19
C  -4.68  -1.29  3.82  -0.14
O  -3.95  -0.88  2.65  -0.11
C  -2.82  -0.08  2.89  -0.32
C  -1.63  -0.82  3.46  -0.31
O  -1.76  -1.00  4.83  -0.19
C  -0.94  -2.05  5.31  -0.07
H  -6.16  1.88  5.94  0.10
H  -4.51  2.53  6.01  0.10
H  -5.36  2.47  4.45  0.08
H  -5.98  0.41  3.63  0.13
H  -6.26  -0.59  5.08  0.14
H  -5.37  -2.05  3.47  0.14
H  -4.03  -1.76  4.55  0.13
H  -3.08  0.80  3.52  0.09
H  -2.52  0.28  1.90  0.08
H  -0.68  -0.19  3.29  -0.07
H  -1.55  -1.78  2.94  0.15
H  -1.22  -3.00  4.86  0.10
H  -1.09  -2.12  6.38  0.10
H  0.12  -1.83  5.12  0.08
Li  -3.37  1.98  1.64  0.77
Be  -0.38  1.55  3.22  0.52
N  0.68  4.31  -6.57  0.08
C  0.68  3.93  -7.84  -0.11
C  0.73  2.59  -8.26  -0.05
C  0.78  1.60  -7.29  -0.05
C  0.78  1.98  -5.96  -0.02
C  0.73  3.34  -5.65  -0.10
H  0.64  4.74  -8.56  0.11
H  0.72  2.34  -9.31  0.08
H  0.82  0.56  -7.57  0.12
H  0.82  1.24  -5.17  0.10
H  0.72  3.68  -4.63  0.09
C  3.33  3.20  -11.29  -2.06
Cl  2.43  1.71  -11.63  0.53
Cl  2.24  4.58  -11.45  0.53
Cl  3.96  3.14  -9.64  0.53
Cl  4.66  3.35  -12.43  0.55